1.
{"formula": "CBr2OS", "method": "ωB97M-V with the def2-TZVPD basis set", "species": ["C", "O", "S", "Br", "Br"], "coordinates": [[-1.14413, -0.15141, -0.18727], [1.45078, 0.68194, 0.14911], [0.97771, -0.67439, -0.05364], [-2.55003, -1.26929, 0.01063], [-1.32503, 1.55201, -0.00682]], "mulliken_charge": [-0.037, -0.378, 0.381, -0.010, 0.044], "relative_energy_kj_mol": 345.2, "largest_force_ha_per_bohr": 0.101, "homo_lumo_gap_ev": [6.783, 8.770], "total_charge": 0}

=====

2.
{"formula": "C2HCl2F", "method": "ωB97M-V with the def2-TZVPD basis set", "species": ["C", "C", "H", "F", "Cl", "Cl"], "coordinates": [[-0.63914, 0.15542, -0.25477], [0.54311, -0.32295, 0.13181], [-1.33490, -0.45533, -0.83939], [0.94996, -1.55735, -0.28261], [-1.18548, 1.66864, 0.12988], [1.66644, 0.51158, 1.11508]], "mulliken_charge": [-0.228, 0.371, 0.341, -0.214, -0.140, -0.130], "smiles": "F/C(Cl)=C/Cl", "relative_energy_kj_mol": 9.8, "largest_force_ha_per_bohr": 0.041, "homo_lumo_gap_ev": 10.360, "total_charge": 0}

=====

3.
{"formula": "C28H67AgO15S10Tl", "method": "ωB97M-V with the def2-TZVPD basis set", "species": ["Ag", "Tl", "C", "C", "O", "H", "H", "H", "H", "H", "C", "C", "C", "O", "C", "C", "C", "O", "O", "O", "H", "H", "C", "S", "O", "C", "H", "H", "H", "H", "H", "H", "C", "S", "O", "C", "H", "H", "H", "H", "H", "H", "C", "S", "O", "C", "H", "H", "H", "H", "H", "H", "C", "S", "O", "C", "H", "H", "H", "H", "H", "H", "C", "S", "O", "C", "H", "H", "H", "H", "H", "H", "C", "S", "O", "C", "H", "H", "H", "H", "H", "H", "C", "S", "O", "C", "H", "H", "H", "H", "H", "H", "C", "S", "O", "C", "H", "H", "H", "H", "H", "H", "C", "S", "O", "C", "H", "H", "H", "H", "H", "H", "C", "S", "O", "C", "H", "H", "H", "H", "H", "H"], "coordinates": [[16.76866, 24.58928, -3.93036], [24.22005, 20.83277, -3.48662], [22.99154, 21.99124, -8.08129], [24.15774, 22.11829, -7.10907], [24.44235, 21.07298, -6.41655], [22.08436, 22.07010, -7.46422], [23.00422, 20.99177, -8.51099], [22.92719, 22.79110, -8.81593], [24.13522, 23.02299, -6.44843], [25.05434, 22.36417, -7.76800], [20.87091, 24.31152, -4.58690], [21.68148, 23.14929, -4.49164], [21.11145, 21.83098, -5.01258], [21.83897, 20.85143, -4.95314], [19.73013, 21.76893, -5.24946], [18.87775, 22.91888, -5.20476], [19.51084, 24.25803, -4.97299], [18.78914, 25.27032, -5.12456], [17.66006, 22.83380, -5.20231], [22.77813, 23.10929, -3.95793], [21.32257, 25.27943, -4.40322], [19.31018, 20.80201, -5.50825], [22.21139, 28.76204, -2.62469], [23.67114, 27.81463, -2.27221], [23.48429, 27.42634, -0.84451], [23.16951, 26.33156, -3.14728], [22.18244, 29.17465, -3.63598], [22.17362, 29.58784, -1.91182], [21.28315, 28.21219, -2.44823], [23.29768, 26.32312, -4.23261], [22.11049, 26.07278, -3.02276], [23.64648, 25.45920, -2.71098], [24.26303, 22.85656, 1.09444], [24.18980, 23.67886, -0.48376], [24.54470, 22.69612, -1.54486], [22.43225, 24.03508, -0.62088], [23.42008, 22.93530, 1.77928], [25.11780, 23.29100, 1.61698], [24.52298, 21.81294, 0.91232], [21.89576, 23.14533, -0.27122], [22.00207, 24.36959, -1.55436], [22.22626, 24.82277, 0.11237], [19.44021, 22.32437, -9.06451], [17.88447, 21.56051, -9.54142], [17.96543, 21.21860, -10.95637], [18.09958, 20.03592, -8.61508], [20.21290, 21.55633, -9.01363], [19.35511, 23.06796, -8.27179], [19.78037, 22.94310, -9.90688], [19.08782, 19.60954, -8.80737], [17.36726, 19.35378, -9.04956], [17.94893, 20.17727, -7.54974], [15.78023, 27.56927, -7.38794], [15.32876, 26.10256, -8.33538], [15.65622, 26.43417, -9.73066], [16.71996, 25.12410, -7.75681], [16.66898, 27.96664, -7.87753], [15.91916, 27.32379, -6.33287], [14.99288, 28.32266, -7.41904], [17.62384, 25.71356, -7.91487], [16.78186, 24.24631, -8.40131], [16.65508, 24.83360, -6.70801], [18.73245, 24.37640, 0.42202], [18.84956, 24.44597, -1.36461], [17.41339, 24.63109, -1.78326], [19.64591, 26.03336, -1.54144], [18.19575, 23.44105, 0.59258], [18.11361, 25.21600, 0.72819], [19.69133, 24.31857, 0.92640], [19.99301, 26.06691, -2.58015], [20.54807, 26.03880, -0.92530], [18.98798, 26.87758, -1.35729], [21.78845, 18.64509, -7.15124], [22.05501, 17.20680, -8.17369], [23.34046, 17.44779, -8.84255], [22.44898, 16.01546, -6.89445], [20.94644, 18.52397, -6.46336], [21.55918, 19.47440, -7.82046], [22.61846, 18.93612, -6.50667], [21.70549, 15.70412, -6.16610], [23.29775, 16.42163, -6.32923], [22.88509, 15.13317, -7.36614], [14.84806, 20.70335, -6.33513], [14.70318, 18.94069, -6.07954], [14.98725, 18.28376, -7.37724], [16.25406, 18.78254, -5.16843], [15.78239, 20.97913, -6.82875], [14.81499, 21.15635, -5.33955], [14.06104, 21.11269, -6.96511], [16.50028, 17.72180, -5.21904], [16.13948, 19.05180, -4.11997], [17.00063, 19.33234, -5.73347], [22.70192, 25.81372, -7.57079], [21.78559, 26.55913, -8.91859], [21.40172, 25.42220, -9.79624], [20.33254, 26.84836, -7.90319], [23.18962, 26.55322, -6.93054], [23.47431, 25.16621, -7.98750], [22.08240, 25.16499, -6.94240], [20.61518, 27.59007, -7.14610], [20.07122, 25.90638, -7.42959], [19.51903, 27.26379, -8.49314], [22.35318, 15.98672, -3.18998], [21.72766, 17.50564, -3.90348], [22.35981, 18.65200, -3.19408], [20.01649, 17.35196, -3.40810], [22.01115, 15.90578, -2.16019], [23.43650, 16.00306, -3.24987], [21.95141, 15.17473, -3.79554], [19.88246, 17.01591, -2.37887], [19.46112, 16.72120, -4.09860], [19.64180, 18.37704, -3.47071], [18.47009, 28.55618, -4.71701], [18.56482, 30.33414, -4.86285], [18.95661, 30.85574, -3.53991], [20.06184, 30.35206, -5.86522], [18.41802, 28.20973, -5.75592], [17.58452, 28.22186, -4.17719], [19.32554, 28.05172, -4.26320], [20.79366, 29.61496, -5.53290], [20.50517, 31.33334, -5.68169], [19.85063, 30.26550, -6.93015]], "mulliken_charge": [0.452, 1.146, -0.543, -0.045, -0.371, -0.255, 0.484, 0.521, 0.016, 0.437, 0.170, 0.191, -0.027, -0.346, -0.952, 0.675, -0.608, 0.248, -0.724, -0.938, 1.341, 0.374, -0.563, 0.348, -0.600, 0.648, 0.172, 0.487, -0.031, 0.377, -0.836, -0.062, -1.024, 0.524, -0.647, -0.246, 0.346, 0.367, 0.334, 0.614, -0.780, 0.568, -0.451, 0.579, -0.660, -0.498, 0.107, -0.127, 0.493, 0.236, 0.488, -0.354, -0.758, 0.468, -0.615, 0.312, 0.189, 0.150, 0.468, -0.325, 0.112, -0.011, -1.193, 0.794, -0.839, -0.327, 0.429, 0.386, 0.347, -0.806, 0.423, 0.717, 0.300, 0.475, -0.642, -0.841, 0.175, -0.478, 0.161, 0.229, 0.221, 0.431, -0.590, 0.409, -0.586, -0.296, -0.039, 0.303, 0.456, 0.372, 0.443, -0.368, -0.546, 0.324, -0.560, -0.060, 0.450, 0.379, -0.206, 0.072, -0.528, 0.536, -1.210, 0.666, -0.598, -1.019, 0.439, 0.363, 0.393, 0.472, 0.372, 0.181, 0.044, 0.475, -0.639, -0.620, -0.109, 0.398, -0.267, -0.094, 0.396, 0.381], "relative_energy_kj_mol": 0.0, "largest_force_ha_per_bohr": 0.038, "homo_lumo_gap_ev": 2.824, "total_charge": 1}

=====

4.
{"formula": "CH19O18P2", "method": "ωB97M-V with the def2-TZVPD basis set", "species": ["O", "H", "H", "H", "O", "H", "H", "H", "O", "H", "H", "H", "O", "H", "H", "H", "O", "H", "H", "H", "C", "O", "O", "O", "P", "O", "O", "O", "O", "P", "O", "O", "O", "O", "O", "H", "H", "O", "H", "H"], "coordinates": [[-0.31084, 1.70777, -1.95005], [0.41746, 1.83157, -1.33699], [-0.41953, 0.76813, -2.11396], [-1.08644, 2.00571, -1.46913], [-2.59585, -1.77919, -1.63941], [-1.77891, -1.70358, -2.13790], [-2.92541, -0.93063, -1.33455], [-2.27430, -2.23128, -0.85594], [-0.82555, 1.97158, 2.16210], [-0.64680, 2.83932, 1.79241], [-1.66466, 1.66450, 1.81110], [-0.10381, 1.36923, 1.96751], [4.05180, -0.98942, -1.27492], [3.23055, -1.32841, -1.63857], [3.84044, -0.36541, -0.57669], [4.63846, -1.67192, -0.94081], [0.15833, -1.38600, 0.31887], [0.65153, -0.79427, 0.89177], [-0.59160, -0.80662, 0.16550], [0.68656, -1.46266, -0.47907], [0.90528, -1.31562, -2.91839], [-0.19310, -0.87441, -2.54189], [1.24337, -1.34485, -4.13892], [1.63163, -1.71078, -1.97691], [2.12766, 1.20631, 0.87227], [1.34693, 2.02915, -0.17068], [1.12121, 0.32183, 1.77089], [2.71042, 2.41939, 1.65685], [3.44784, 0.69903, 0.32621], [-2.76742, 1.23814, -0.11971], [-3.76405, 0.44007, -1.00877], [-2.31014, 2.48699, -0.98514], [-1.55464, 0.32694, 0.10647], [-3.29109, 1.70257, 1.28326], [-2.71505, -0.77447, 2.25778], [-2.42624, -0.25699, 1.50610], [-2.30187, -1.62897, 2.13388], [1.60789, -1.55816, 3.40654], [1.43613, -1.28521, 4.30777], [1.29376, -0.82956, 2.87111]], "mulliken_charge": [-0.434, 0.527, 0.368, 0.494, -0.384, 0.492, 0.298, 0.461, -0.381, 0.470, 0.315, 0.404, -0.264, 0.434, 0.481, 0.376, -0.400, 0.348, 0.441, 0.667, 0.621, -1.042, -0.901, -0.986, 0.699, -0.863, -0.861, -0.965, -0.971, 0.659, -1.031, -0.890, -0.425, -0.824, -0.686, 0.500, 0.277, -0.680, 0.244, 0.412], "largest_force_ha_per_bohr": 0.150, "homo_lumo_gap_ev": 4.422, "total_charge": -3}

=====

5.
{"formula": "C25H26N4PtSSe2", "method": "ωB97M-V with the def2-TZVPD basis set", "species": ["Pt", "N", "C", "S", "N", "N", "C", "C", "C", "C", "C", "C", "C", "C", "C", "C", "C", "C", "N", "H", "H", "H", "H", "H", "H", "H", "H", "H", "H", "H", "C", "Se", "C", "C", "Se", "C", "H", "H", "H", "H", "H", "H", "H", "H", "H", "H", "C", "C", "C", "C", "C", "C", "C", "C", "H", "H", "H", "H", "H"], "coordinates": [[0.86823, -0.19278, 0.06703], [3.70191, 2.82730, 1.14634], [2.65872, 2.02098, 0.95136], [2.92207, 0.66560, -0.16623], [1.54940, 2.26535, 1.59049], [0.54762, 1.39993, 1.28580], [-0.55129, 1.39141, 1.98840], [-0.83515, 2.32010, 3.08449], [-1.29110, 1.82299, 4.30964], [-1.54225, 2.69082, 5.35769], [-1.36780, 4.05701, 5.18154], [-0.92286, 4.55614, 3.96393], [-0.63965, 3.69352, 2.92064], [-1.50912, 0.32416, 1.60738], [-2.81157, 0.27685, 2.07149], [-3.65044, -0.74849, 1.65076], [-3.16783, -1.70393, 0.77562], [-1.86461, -1.58910, 0.32177], [-1.06902, -0.59516, 0.71135], [4.60109, 2.63088, 0.74179], [3.62625, 3.57142, 1.82151], [-1.39997, 0.75554, 4.46002], [-1.86853, 2.30182, 6.31232], [-1.57741, 4.73564, 5.99735], [-0.79281, 5.62130, 3.83024], [-0.29356, 4.08192, 1.97265], [-3.16217, 1.03852, 2.75189], [-4.66999, -0.79583, 2.00899], [-3.78392, -2.52573, 0.43943], [-1.42173, -2.31049, -0.35105], [0.49920, 3.94492, -3.31292], [0.49064, 3.32215, -1.47005], [-1.22926, 2.40113, -1.49512], [-1.30313, 1.26362, -2.49183], [0.18653, -0.00765, -2.41540], [-0.81207, -1.57118, -2.96123], [-0.31046, 4.65048, -3.47806], [0.44192, 3.11559, -4.01306], [1.45101, 4.45113, -3.45286], [-1.99128, 3.13930, -1.74366], [-1.41657, 2.04734, -0.48229], [-1.26519, 1.65015, -3.51291], [-2.20830, 0.66569, -2.38080], [-1.73397, -1.66236, -2.39576], [-0.16763, -2.43129, -2.81770], [-1.03302, -1.42918, -4.02022], [1.33701, -1.92460, -0.73746], [1.65732, -3.01046, -1.18256], [2.03106, -4.28886, -1.67774], [3.35736, -4.52616, -2.06496], [3.72419, -5.77425, -2.52841], [2.77855, -6.79070, -2.61044], [1.45865, -6.56081, -2.23598], [1.08297, -5.31768, -1.76741], [4.08199, -3.72614, -1.99440], [4.74626, -5.96106, -2.82752], [3.07242, -7.77005, -2.96353], [0.73022, -7.35667, -2.30763], [0.06105, -5.13011, -1.46266]], "mulliken_charge": [0.912, -0.402, 0.631, -0.422, -1.070, 0.743, 1.120, -0.174, -0.131, -0.946, -0.461, -0.782, -0.258, 0.145, -0.551, -0.667, -0.987, -0.240, -0.243, 0.203, 0.243, 0.567, 0.432, 0.428, 0.431, 0.465, 0.646, 0.483, 0.492, 0.652, -1.049, 0.202, -0.413, -0.871, 0.363, -0.815, 0.348, 0.288, 0.373, 0.648, -0.328, 0.573, 0.569, 0.368, 0.106, 0.444, -0.483, 0.334, 0.377, -0.450, -0.591, -0.429, -0.621, -0.273, 0.440, 0.415, 0.410, 0.413, 0.395], "relative_energy_kj_mol": 178.8, "largest_force_ha_per_bohr": 0.030, "homo_lumo_gap_ev": [4.302, 4.319], "total_charge": 2}